No. 1
The following is a quantum chemistry calculation of C23H49N2O2P3Y as an isolated structure in a non-equilibrium geometry, from the Open Molecules 2025 dataset.

Calculated values
E_LUMO: -9.37 eV
DFT total energy: -60607.9294 eV
ΔE to the lowest compared entry with this formula, charge and spin: 0.4554 eV
Net charge: +3
Multiplicity: 1

```
80
Properties=species:S:1:pos:R:3:forces:R:3
Y -0.301 -0.864 -0.578 1.394 2.144 -2.001
P 0.166 1.229 1.560 0.555 1.523 1.101
P -0.373 -2.660 1.364 0.400 -0.584 1.585
P -2.784 0.241 0.119 -2.188 0.812 0.166
H 0.124 -0.890 -3.667 -0.643 0.501 -0.148
C -0.637 -0.096 -3.497 0.309 0.257 0.069
C -0.231 1.184 -3.354 -0.205 -0.965 0.484
H 0.840 1.390 -3.404 -0.674 0.024 -0.124
C 1.891 1.754 2.010 0.277 -0.431 -0.213
C -0.437 1.099 3.302 -0.237 -0.443 -0.059
C -0.414 2.958 1.233 -0.214 -0.097 -0.452
C -0.756 -4.277 0.663 -0.074 -0.157 0.283
C 1.048 -3.061 2.430 0.069 0.074 -0.312
C -1.645 -2.449 2.643 -0.163 -0.193 -0.302
C -3.163 1.728 -0.911 0.272 -0.180 -0.413
C -3.434 0.986 1.686 0.233 -0.330 0.356
C -4.211 -0.883 -0.296 0.406 -0.117 -0.063
H -1.698 -0.367 -3.604 0.533 0.106 0.234
H -0.923 2.006 -3.129 0.345 -0.268 -0.497
H 2.363 2.347 1.213 -0.181 -0.279 0.284
H 2.517 0.874 2.211 -0.043 0.273 0.043
H 1.837 2.382 2.918 0.036 -0.342 -0.459
H -0.070 0.167 3.747 -0.018 0.250 0.092
H -1.530 1.107 3.362 0.344 -0.017 0.037
H -0.043 1.957 3.868 -0.155 -0.360 -0.190
H 0.093 3.362 0.346 -0.134 -0.048 0.217
H -0.153 3.581 2.104 -0.112 -0.245 -0.313
H -1.492 3.010 1.054 0.356 0.113 0.148
H -0.684 -4.936 1.525 -0.025 -0.495 -0.167
H -0.057 -4.591 -0.122 -0.260 -0.051 0.149
H -1.804 -4.290 0.358 -0.083 -0.383 -0.199
H 0.718 -3.968 2.955 0.379 0.281 0.119
H 1.209 -2.230 3.135 0.166 -0.423 -0.227
H 1.942 -3.278 1.824 -0.342 0.061 0.492
H -1.534 -3.352 3.257 -0.339 0.271 0.128
H -2.650 -2.410 2.201 0.212 0.022 0.276
H -1.438 -1.556 3.239 -0.140 -0.186 -0.082
H -4.262 1.801 -0.980 0.464 0.106 -0.045
H -2.727 1.625 -1.913 -0.352 0.128 0.160
H -2.752 2.637 -0.445 -0.241 -0.414 -0.248
H -4.519 1.123 1.548 0.406 -0.020 0.013
H -2.976 1.969 1.896 -0.258 -0.585 -0.102
H -3.274 0.315 2.541 -0.180 0.242 -0.200
H -5.149 -0.297 -0.216 0.513 -0.399 -0.199
H -4.250 -1.713 0.432 -0.021 0.325 -0.253
H -4.074 -1.335 -1.302 -0.294 0.417 0.623
C -2.642 -3.357 -2.527 -0.563 -1.279 -0.542
C -2.660 -4.771 -2.497 -0.240 0.167 0.114
C -3.779 -5.455 -3.009 -0.093 0.471 -0.495
C -4.851 -4.750 -3.609 0.529 0.229 -0.077
C -4.693 -3.372 -3.835 0.522 -0.307 0.186
C -3.534 -2.702 -3.354 -0.820 0.372 0.234
O -1.757 -2.580 -1.691 1.712 -1.371 2.345
H -1.505 -3.180 -0.856 -1.176 1.163 -2.908
H -1.787 -5.355 -2.184 -0.396 0.289 0.331
H -3.810 -6.554 -3.017 0.151 0.617 0.184
H -5.741 -5.286 -3.992 0.707 0.434 0.395
H -5.470 -2.803 -4.365 0.568 -0.303 0.156
H -3.370 -1.649 -3.593 -0.377 -0.194 0.271
C 3.662 -1.996 0.339 -0.160 -0.412 0.478
N 4.080 -0.811 -0.399 -1.098 -0.412 0.061
C 5.502 -0.479 -0.364 0.663 -0.133 0.074
C 5.821 0.453 -1.500 0.537 0.170 -0.266
C 4.947 1.667 -1.374 0.388 0.482 -0.117
N 3.545 1.259 -1.275 -0.753 -0.550 -0.041
C 2.571 2.287 -1.569 0.008 0.289 -0.009
C 3.137 0.044 -0.859 0.477 0.418 0.737
O 1.856 -0.255 -0.787 0.537 -0.175 -0.238
H 3.229 -1.718 1.331 0.211 -0.097 -0.746
H 4.549 -2.627 0.565 -0.611 0.423 -0.394
H 2.924 -2.588 -0.246 0.522 0.301 0.399
H 5.790 -0.027 0.593 -0.272 0.012 -0.011
H 6.086 -1.405 -0.436 -0.320 0.133 -0.122
H 5.627 -0.039 -2.458 0.127 0.006 0.079
H 6.879 0.756 -1.470 -0.356 -0.184 -0.032
H 5.051 2.338 -2.240 -0.110 -0.378 0.160
H 5.227 2.276 -0.501 -0.154 -0.211 -0.036
H 1.922 2.421 -0.702 -0.167 0.163 -0.259
H 3.108 3.221 -1.770 -0.230 -0.253 0.130
H 1.987 2.034 -2.446 0.142 0.201 0.167
```
Positions in Å, forces in eV/Å.

---

No. 2
The following is a quantum chemistry calculation of one molecule with the formula C23H49O6P in a non-equilibrium geometry, from the Open Molecules 2025 dataset.

Calculated values
E_LUMO: 0.64 eV
DFT total energy: -46218.7543 eV
ΔE to the lowest compared entry with this formula, charge and spin: 0.0000 eV
SMILES string: CCOP(=O)(CC[C@](CCCCCCCCCCOC)(OC)[C@H](CC)OC)OCC
Net charge: 0
Multiplicity: 1

```
79
Properties=species:S:1:pos:R:3:forces:R:3
C 1.994 -6.088 1.445 0.114 0.204 0.232
C 1.837 -4.944 2.394 0.400 -0.028 -0.033
O 2.127 -3.652 1.845 -0.374 -0.161 1.207
P 1.408 -3.147 0.538 0.344 1.351 0.248
O 1.986 -3.690 -0.637 1.249 -1.860 -3.037
C 1.612 -1.373 0.642 -1.207 -0.170 0.840
C 0.612 -0.525 -0.177 1.176 -0.083 -0.043
C 1.262 0.436 -1.193 -0.745 -0.201 -0.583
C 1.374 1.842 -0.656 0.221 -0.330 0.688
C 2.154 1.923 0.656 -0.261 0.379 -0.302
C 1.471 2.781 1.690 0.093 -0.599 0.552
C 0.210 2.262 2.359 -0.271 0.443 -0.114
C -0.969 3.036 1.810 -0.288 -0.749 0.238
C -2.373 2.584 2.140 -0.072 0.098 -0.149
C -3.252 2.847 0.945 -0.380 -0.072 0.487
C -4.725 2.566 1.123 0.113 -0.025 -0.238
C -5.176 1.237 0.589 -0.231 0.424 -0.197
C -4.935 1.045 -0.898 -0.059 0.259 -0.021
O -4.598 2.257 -1.541 -0.444 0.333 0.182
C -3.628 2.139 -2.535 -0.039 -0.254 0.206
O 0.443 0.347 -2.390 0.036 -0.211 0.224
C -0.142 1.496 -2.937 0.259 -0.405 0.145
C 2.637 -0.065 -1.573 -0.247 0.053 -0.252
C 3.323 0.763 -2.601 0.558 0.001 -0.538
C 4.750 0.314 -2.827 -0.259 -0.269 0.128
O 2.611 -1.439 -1.829 0.286 -0.104 0.066
C 2.384 -1.921 -3.128 0.055 0.377 -0.023
O -0.110 -3.548 0.569 -1.040 -0.093 1.057
C -0.905 -3.506 1.764 0.005 0.097 -0.451
C -0.520 -2.500 2.789 -0.108 -0.104 0.264
H 1.246 -6.082 0.691 -0.590 -0.015 -0.789
H 2.962 -6.059 0.991 0.582 -0.028 -0.404
H 1.903 -6.990 2.017 -0.054 -0.649 0.308
H 2.532 -5.071 3.192 0.650 0.079 0.661
H 0.865 -4.975 2.850 -0.573 0.273 0.135
H 2.642 -1.204 0.423 0.494 -0.050 -0.160
H 1.489 -1.144 1.682 0.053 0.331 0.748
H -0.072 -1.157 -0.694 -0.362 -0.561 -0.686
H 0.007 0.054 0.485 -0.464 0.479 0.615
H 1.834 2.478 -1.371 0.340 0.565 -0.670
H 0.430 2.286 -0.457 -1.124 0.008 -0.085
H 3.088 2.413 0.485 0.887 0.124 -0.327
H 2.394 0.945 1.021 0.011 -0.497 0.495
H 2.198 3.009 2.442 0.522 0.222 0.560
H 1.194 3.711 1.240 0.104 0.822 -0.425
H 0.256 2.472 3.408 0.123 0.008 0.840
H 0.072 1.199 2.289 -0.007 -0.662 -0.303
H -0.896 3.054 0.740 0.140 0.161 -0.663
H -0.868 4.039 2.163 0.188 0.963 -0.012
H -2.422 1.557 2.452 0.053 -0.734 0.084
H -2.765 3.167 2.947 -0.224 0.302 0.824
H -3.144 3.886 0.700 0.233 0.643 -0.355
H -2.889 2.274 0.119 0.394 -0.296 -0.689
H -5.289 3.315 0.612 -0.390 0.656 -0.360
H -5.010 2.631 2.152 -0.124 0.075 0.860
H -6.228 1.166 0.765 -0.803 -0.138 0.224
H -4.727 0.460 1.159 0.530 -0.930 0.401
H -5.835 0.670 -1.347 -0.630 -0.291 -0.389
H -4.195 0.295 -1.075 0.861 -0.445 -0.124
H -3.776 1.262 -3.143 -0.111 -0.511 -0.381
H -3.685 2.996 -3.168 -0.070 0.700 -0.432
H -2.634 2.090 -2.114 0.258 -0.051 0.257
H 0.575 2.225 -3.253 0.597 0.637 -0.120
H -0.866 1.949 -2.288 -0.171 0.369 0.520
H -0.668 1.182 -3.812 -0.394 -0.353 -0.658
H 3.244 0.041 -0.693 0.488 0.023 0.534
H 2.787 0.784 -3.522 -0.588 -0.132 -0.758
H 3.361 1.777 -2.282 -0.107 0.876 0.410
H 5.442 1.107 -2.648 0.595 0.541 -0.021
H 4.983 -0.486 -2.157 0.296 -0.567 0.518
H 4.888 -0.079 -3.808 0.253 -0.169 -0.822
H 1.989 -2.905 -3.033 -0.321 -0.800 0.274
H 3.300 -1.993 -3.686 0.693 0.041 -0.336
H 1.688 -1.329 -3.688 -0.469 0.442 -0.224
H -1.895 -3.288 1.449 -0.947 0.240 -0.551
H -0.956 -4.480 2.198 0.141 -0.869 0.186
H -1.307 -2.467 3.508 -0.696 -0.034 0.679
H -0.480 -1.526 2.364 0.222 0.876 -0.316
H 0.378 -2.740 3.320 0.630 0.024 0.144
```
Positions in Å, forces in eV/Å.

---

Number 1: molar mass 567.5 g mol⁻¹. Number 2: molar mass 452.6 g mol⁻¹.